[1]
C15H9NO4ReS6Sb | wB97M-V/def2-TZVPD

Properties
energy = -99045.9883 eV
total charge = +2
spin multiplicity = 1

XYZ file:
```
37
C15H9NO4ReS6Sb, DFT wB97M-V/def2-TZVPD
Re 0.060 -0.684 1.221
S -1.741 0.654 1.776
C -2.569 -0.777 1.199
N -1.649 -1.657 0.802
C -2.217 -2.849 0.336
C -1.560 -3.963 -0.164
C -2.329 -5.040 -0.560
C -3.723 -5.011 -0.463
C -4.383 -3.901 0.030
C -3.610 -2.819 0.429
S -4.170 -1.292 1.092
H -0.482 -3.971 -0.238
H -1.845 -5.924 -0.951
H -4.298 -5.871 -0.779
H -5.462 -3.880 0.104
S 2.289 -3.551 0.236
Sb 4.024 -2.976 1.780
S 2.999 -0.829 2.554
S 1.084 -1.421 3.057
S 2.155 -4.385 2.185
O 1.467 2.852 -0.875
C 1.788 2.552 -1.913
O 0.845 -0.166 -0.172
C 2.162 2.176 -3.178
C 2.088 0.792 -3.462
C 2.427 0.336 -4.716
C 2.826 1.292 -5.640
O 3.190 1.080 -6.887
C 3.505 2.367 -7.479
O 3.318 3.333 -6.441
C 2.897 2.671 -5.350
C 2.574 3.160 -4.129
H 1.764 0.107 -2.689
H 2.385 -0.711 -4.979
H 2.811 2.554 -8.295
H 4.543 2.359 -7.801
H 2.621 4.213 -3.890
```

natural (NBO) population analysis, charges in e, atoms 1 to 6: 1.213, 0.119, -0.098, -0.564, 0.183, -0.236

***

[2]
C5H6N2OS | wB97M-V/def2-TZVPD

Properties
SMILES string = NNC(=O)c1ccsc1
energy = -21142.3366 eV
spin multiplicity = 1

XYZ file:
```
15
C5H6N2OS, DFT wB97M-V/def2-TZVPD
N -1.712 -2.346 0.814
N -0.669 -1.416 0.345
C -0.978 -0.132 0.348
O -2.067 0.274 0.618
C 0.182 0.743 -0.137
C 1.437 0.278 -0.574
C 2.322 1.314 -0.878
S 1.500 2.844 -0.564
C 0.101 2.040 -0.041
H -1.927 -2.042 1.558
H -2.535 -2.503 0.307
H 0.088 -1.842 0.050
H 1.828 -0.892 -0.649
H 3.221 1.083 -1.406
H -0.792 2.597 0.207
```

natural (NBO) population analysis, charges in e, atoms 1 to 6: -0.612, -0.444, 0.659, -0.612, -0.223, -0.229

***

[3]
C4H5NO2 | wB97M-V/def2-TZVPD

Properties
SMILES string = Cc1occ[n+]1[O-]
energy = -9810.9836 eV
spin multiplicity = 1

XYZ file:
```
12
C4H5NO2, DFT wB97M-V/def2-TZVPD
C 1.944 0.217 -0.032
C 0.466 -0.080 0.073
O -0.022 -1.343 0.038
C -1.411 -1.249 0.028
C -1.760 0.082 -0.013
N -0.517 0.799 -0.040
O -0.370 2.049 -0.006
H 2.457 -0.601 0.467
H 2.089 0.300 -1.062
H 1.937 1.217 0.529
H -2.097 -2.025 0.132
H -2.715 0.633 -0.113
```

natural (NBO) population analysis, charges in e, atoms 1 to 6: -0.666, 0.448, -0.399, 0.069, -0.135, 0.059

***

[4]
C29H51N9O5SSr | wB97M-V/def2-TZVPD

Properties
energy = -66221.7235 eV
spin multiplicity = 1

XYZ file:
```
96
C29H51N9O5SSr, DFT wB97M-V/def2-TZVPD
Sr 0.175 0.695 0.398
N -0.047 1.772 -1.908
C -0.975 2.871 -2.265
C -1.312 3.765 -1.090
N -1.750 3.101 0.192
C -1.545 3.809 1.457
C -1.417 2.953 2.831
N -0.397 1.943 2.849
C -3.068 2.483 0.088
C -3.235 1.059 0.525
N -2.386 0.146 -0.231
H 0.955 1.869 -2.206
H -0.294 0.919 -2.448
H -1.901 2.484 -2.662
H -0.526 3.577 -3.066
H -2.175 4.364 -1.445
H -0.541 4.466 -0.766
H -2.208 4.611 1.687
H -0.557 4.301 1.287
H -2.372 2.526 3.000
H -1.249 3.769 3.634
H -0.579 1.294 3.576
H 0.557 2.227 2.907
H -3.522 2.540 -0.953
H -3.862 3.053 0.627
H -4.267 0.719 0.422
H -3.053 1.009 1.561
H -2.622 0.205 -1.175
H -2.696 -0.784 0.165
C 6.476 6.525 -0.059
C 5.869 5.155 -0.020
C 6.073 4.271 1.054
C 5.224 3.182 1.261
C 4.398 2.837 0.236
C 4.330 3.547 -0.986
C 5.093 4.684 -1.094
S 3.168 1.606 0.539
O 2.030 2.365 1.164
O 3.925 0.645 1.418
N 2.640 0.959 -0.820
C 3.312 -0.309 -1.227
C 2.145 -1.314 -1.365
O 2.091 -2.024 -2.415
O 1.360 -1.401 -0.350
H 7.223 6.538 -0.783
H 7.013 6.690 0.912
H 5.717 7.304 -0.166
H 6.784 4.562 1.844
H 5.283 2.607 2.134
H 3.679 3.252 -1.713
H 5.086 5.278 -2.038
H 4.076 -0.688 -0.515
H 3.728 -0.005 -2.176
C -0.145 -2.274 -6.318
C -1.073 -2.006 -5.168
C -0.615 -2.226 -3.880
C -1.432 -2.146 -2.772
N -2.682 -1.781 -2.810
C -3.138 -1.511 -4.055
C -2.415 -1.657 -5.247
H -0.476 -1.659 -7.151
H -0.019 -3.334 -6.555
H 0.840 -1.910 -6.013
H 0.474 -2.432 -3.759
H -1.042 -2.306 -1.743
H -4.159 -1.151 -4.144
H -2.889 -1.361 -6.157
C 0.969 -4.366 0.239
C 1.224 -3.886 1.680
C 0.603 -2.632 2.068
N 0.113 -1.707 2.532
H 1.316 -5.383 0.067
H 1.292 -3.499 -0.384
H -0.145 -4.417 0.116
H 2.320 -3.788 1.782
H 0.868 -4.573 2.443
C -2.569 -5.383 2.018
N -2.352 -4.040 1.534
C -2.645 -3.858 0.138
C -2.725 -2.945 2.281
O -3.231 -1.953 1.771
N -2.425 -2.916 3.638
C -1.491 -3.737 4.294
C -3.001 -1.888 4.510
H -3.279 -5.845 1.274
H -3.110 -5.409 2.992
H -1.586 -5.905 2.090
H -2.396 -4.769 -0.419
H -2.107 -2.967 -0.280
H -3.660 -3.626 -0.080
H -0.941 -4.395 3.627
H -1.942 -4.415 5.005
H -0.792 -3.141 4.863
H -3.884 -1.506 4.037
H -2.292 -1.050 4.614
H -3.216 -2.264 5.493
```

Löwdin population analysis, charges in e, atoms 1 to 6: 1.377, -0.099, -0.237, -0.177, -0.182, -0.163

***

[5]
C30H59BrFN4O3 | wB97M-V/def2-TZVPD

Properties
energy = -116913.7432 eV
total charge = +1
spin multiplicity = 1

XYZ file:
```
98
C30H59BrFN4O3, DFT wB97M-V/def2-TZVPD
C -0.690 -0.113 2.354
C -2.172 -0.693 2.022
C -2.155 -1.838 0.888
C -1.317 -3.151 1.292
C -0.303 -3.645 0.119
C 1.100 -4.177 0.701
C 2.345 -3.948 -0.320
C 3.410 -2.856 0.259
C 2.577 -1.446 0.292
C 3.396 -0.196 -0.273
N 2.897 0.331 -1.630
Br 2.775 -1.158 -2.749
C 1.560 0.993 -1.311
C 0.863 1.661 -2.614
C -0.712 1.917 -2.334
O -1.181 1.801 -1.159
N -1.670 2.308 -3.383
C -1.262 1.828 -4.720
C -1.443 0.296 -4.992
C -1.000 -0.283 -6.359
C -0.381 0.705 -7.388
C -0.221 2.235 -7.131
C -0.663 2.812 -5.761
C 3.850 1.422 -2.016
C 4.359 1.513 -3.515
C 5.604 0.523 -3.878
F 3.328 1.495 -4.530
H -0.569 0.101 3.479
H 0.105 -0.841 1.972
H -0.495 0.893 1.821
H -2.687 -1.012 2.990
H -2.768 0.217 1.631
H -1.838 -1.390 -0.117
H -3.260 -2.156 0.754
H -2.089 -3.996 1.442
H -0.744 -2.936 2.280
H -0.195 -2.775 -0.617
H -0.767 -4.525 -0.472
H 1.047 -5.265 1.042
H 1.330 -3.529 1.630
H 2.852 -4.924 -0.620
H 1.874 -3.500 -1.279
H 4.236 -2.757 -0.522
H 3.790 -3.146 1.304
H 2.413 -1.242 1.420
H 1.539 -1.602 -0.148
H 4.502 -0.534 -0.334
H 3.412 0.713 0.440
H 1.682 1.822 -0.515
H 0.786 0.271 -0.889
H 1.337 2.694 -2.731
H 1.016 1.014 -3.539
H -1.826 3.328 -3.400
H -1.887 -0.385 -4.177
H -1.107 -1.412 -6.548
H -0.027 0.279 -8.396
H 0.241 2.955 -7.889
H -0.576 3.908 -5.447
H 3.376 2.443 -1.754
H 4.791 1.372 -1.346
H 4.831 2.567 -3.621
H 5.193 -0.475 -4.243
H 6.265 0.436 -2.953
H 6.250 1.024 -4.694
C -0.220 -4.336 7.617
C -1.275 -4.143 6.532
C -0.817 -4.609 5.134
O 0.089 -3.721 4.483
C 1.435 -3.840 4.912
N -1.697 -2.737 6.520
H 0.564 -3.576 7.583
H -0.679 -4.269 8.607
H 0.253 -5.319 7.537
H -2.139 -4.756 6.811
H -1.701 -4.650 4.488
H -0.408 -5.626 5.163
H 1.700 -4.872 5.158
H 1.618 -3.185 5.765
H 2.081 -3.502 4.097
H -2.473 -2.633 5.869
H -0.945 -2.199 6.085
C -3.559 3.967 -0.768
C -2.704 5.231 -0.748
C -2.662 5.928 0.628
O -3.840 6.656 0.956
C -4.907 5.859 1.446
N -3.176 6.142 -1.800
H -4.629 4.181 -0.805
H -3.327 3.368 -1.653
H -3.364 3.346 0.111
H -1.678 4.930 -0.992
H -1.856 6.670 0.603
H -2.408 5.222 1.428
H -4.551 5.019 2.049
H -5.521 5.503 0.618
H -5.539 6.492 2.074
H -2.540 6.936 -1.854
H -4.050 6.555 -1.473
```

Löwdin population analysis, charges in e, atoms 1 to 6: -0.119, -0.236, -0.215, -0.190, -0.198, -0.189

***

[6]
C23H29N5O3 | wB97M-V/def2-TZVPD

Properties
SMILES string = CC(C)CN1CCN(C(=O)CCc2nnc(Cc3c[nH]c4ccccc34)o2)[C@@H](C)C1=O
energy = -37916.0487 eV
spin multiplicity = 1

XYZ file:
```
60
C23H29N5O3, DFT wB97M-V/def2-TZVPD
C 2.191 -1.492 -1.858
C 2.459 -0.528 -3.011
C 2.583 0.899 -2.480
C 1.387 -0.672 -4.107
N 0.024 -0.533 -3.641
C -0.552 0.787 -3.533
C -2.049 0.688 -3.796
N -2.612 -0.142 -2.755
C -3.370 0.449 -1.806
O -3.703 1.619 -1.894
C -3.836 -0.372 -0.608
C -3.390 0.363 0.659
C -1.927 0.593 0.636
N -1.092 0.222 -0.276
N 0.123 0.707 0.071
C -0.027 1.343 1.185
C 1.030 1.991 1.996
C 1.829 0.924 2.689
C 2.525 -0.080 2.079
N 3.113 -0.876 3.020
C 2.803 -0.404 4.263
C 3.163 -0.869 5.521
C 2.690 -0.179 6.616
C 1.878 0.949 6.468
C 1.520 1.418 5.224
C 1.983 0.740 4.096
O -1.312 1.309 1.605
C -2.069 -1.482 -2.714
C -3.044 -2.483 -3.344
C -0.688 -1.642 -3.372
O -0.266 -2.766 -3.583
H 1.327 -1.159 -1.289
H 1.997 -2.494 -2.232
H 3.052 -1.529 -1.194
H 3.406 -0.802 -3.490
H 3.492 0.994 -1.889
H 1.742 1.141 -1.837
H 2.633 1.618 -3.295
H 1.565 0.066 -4.896
H 1.466 -1.675 -4.535
H -0.399 1.198 -2.531
H -0.070 1.442 -4.264
H -2.237 0.231 -4.773
H -2.527 1.667 -3.746
H -3.454 -1.388 -0.609
H -4.926 -0.404 -0.631
H -3.879 1.340 0.703
H -3.662 -0.195 1.559
H 1.673 2.573 1.333
H 0.565 2.650 2.728
H 2.627 -0.279 1.031
H 3.677 -1.686 2.826
H 3.790 -1.741 5.634
H 2.949 -0.513 7.610
H 1.528 1.460 7.353
H 0.892 2.291 5.125
H -1.869 -1.761 -1.674
H -3.957 -2.554 -2.759
H -3.301 -2.166 -4.352
H -2.568 -3.458 -3.397
```

natural (NBO) population analysis, charges in e, atoms 1 to 6: -0.622, -0.215, -0.623, -0.212, -0.445, -0.218